Record 1
14
Properties=species:S:1:pos:R:3:mulliken_charge:R:1 method="wB97M-V/def2-TZVPD" multiplicity=1 total_charge=+1 e_homo_ev=-13.57 orbital_gap_ha=0.364 relative_energy_ev=0.063 lumo_energy_ev=-3.66
N 2.044 0.616 -0.673 -0.47
H 1.858 0.578 -1.670 0.38
H 2.291 1.559 -0.382 0.38
H 2.834 0.004 -0.452 0.39
H 1.168 0.276 -0.034 0.09
C -0.691 -1.630 -0.055 -0.79
S -0.233 -0.277 1.088 -0.12
C -1.522 0.952 0.772 -0.72
H -1.759 -1.780 0.071 0.29
H -0.473 -1.389 -1.096 0.33
H -0.162 -2.504 0.299 0.33
H -1.319 1.576 -0.106 0.30
H -1.587 1.577 1.652 0.32
H -2.449 0.442 0.586 0.28


Record 2
44
Properties=species:S:1:pos:R:3:mulliken_charge:R:1 method="wB97M-V/def2-TZVPD" multiplicity=1 e_homo_ev=-9.79 orbital_gap_ha=0.353 relative_energy_ev=9.850 lumo_energy_ev=-0.17
C 1.957 -0.002 1.233 -0.08
C 1.285 -1.305 1.046 -0.60
O 1.179 -1.392 -0.336 -0.36
S 1.221 0.102 -1.165 0.84
O -0.086 0.525 -1.612 -0.40
O 2.332 -0.084 -2.112 -0.71
O 1.721 0.875 0.215 -0.42
H 3.014 -0.256 1.308 0.30
H 1.632 0.537 2.123 0.49
H 0.311 -1.437 1.518 0.57
H 1.984 -2.119 1.235 0.21
C 1.091 0.292 6.387 -0.32
C 2.306 0.843 5.622 -0.26
O 1.908 0.833 4.221 -0.46
S 0.836 -0.460 3.833 1.12
O 1.424 -1.816 3.636 -0.55
O -0.188 0.068 2.878 -0.50
O 0.220 -0.375 5.382 -0.41
H 0.558 1.016 7.003 0.26
H 1.228 -0.507 7.115 0.28
H 3.129 0.132 5.697 0.25
H 2.745 1.788 5.943 0.34
C -0.352 -0.412 -4.728 -0.55
C 0.703 -0.121 -3.671 -0.34
O 0.408 -0.862 -2.555 -0.08
S -0.453 -2.258 -2.895 1.28
O -1.441 -2.578 -1.878 -0.49
O 0.421 -3.181 -3.544 -0.60
O -1.219 -1.359 -4.145 -0.39
H -0.002 -0.769 -5.697 0.31
H -0.943 0.491 -4.881 0.28
H 0.799 0.958 -3.554 0.46
H 1.655 -0.507 -4.035 0.42
C -2.537 0.064 -1.637 0.26
C -2.257 1.092 -2.774 0.07
O -3.361 2.005 -2.611 -0.47
S -3.658 2.262 -0.993 1.09
O -5.125 2.369 -0.700 -0.57
O -2.752 3.277 -0.557 -0.53
O -3.160 0.786 -0.542 -0.36
H -1.658 -0.422 -1.212 -0.10
H -3.233 -0.612 -2.133 0.35
H -2.232 0.757 -3.811 0.00
H -1.409 1.759 -2.618 0.35


Record 3
10
Properties=species:S:1:pos:R:3:mulliken_charge:R:1 method="wB97M-V/def2-TZVPD" multiplicity=2 total_charge=+4 e_homo_ev="-31.03 / -28.72" orbital_gap_ha="0.198 / 0.101" relative_energy_ev=1.149 lumo_energy_ev="-25.66 / -25.97"
Al 0.078 0.721 0.629 1.74
O -0.036 -1.438 -1.382 -0.16
H -0.715 -1.885 -1.887 0.45
H 0.769 -1.912 -1.592 0.46
O 2.181 0.803 2.707 -0.30
H 2.629 -0.004 2.962 0.45
H 2.277 1.380 3.465 0.44
O -2.133 0.856 -1.353 -0.06
H -3.057 0.629 -1.248 0.49
H -1.991 0.850 -2.300 0.48


Record 4
9
Properties=species:S:1:pos:R:3:mulliken_charge:R:1 method="wB97M-V/def2-TZVPD" multiplicity=1 e_homo_ev=-8.88 orbital_gap_ha=0.310 smiles="C/P=N/P" relative_energy_ev=0.836 lumo_energy_ev=-0.46
C -0.244 0.158 -1.664 -0.91
P -1.070 -0.852 -0.084 0.17
N -0.335 0.006 0.991 -0.13
P -0.263 -0.230 2.657 -0.10
H 0.843 0.428 -1.312 0.24
H 0.008 -0.355 -2.573 0.36
H -0.950 0.951 -1.603 0.27
H -0.574 1.124 2.875 0.06
H -1.759 -0.367 2.934 0.03


What did the first record say?
14
Properties=species:S:1:pos:R:3:mulliken_charge:R:1 method="wB97M-V/def2-TZVPD" multiplicity=1 total_charge=+1 e_homo_ev=-13.57 orbital_gap_ha=0.364 relative_energy_ev=0.063 lumo_energy_ev=-3.66
N 2.044 0.616 -0.673 -0.47
H 1.858 0.578 -1.670 0.38
H 2.291 1.559 -0.382 0.38
H 2.834 0.004 -0.452 0.39
H 1.168 0.276 -0.034 0.09
C -0.691 -1.630 -0.055 -0.79
S -0.233 -0.277 1.088 -0.12
C -1.522 0.952 0.772 -0.72
H -1.759 -1.780 0.071 0.29
H -0.473 -1.389 -1.096 0.33
H -0.162 -2.504 0.299 0.33
H -1.319 1.576 -0.106 0.30
H -1.587 1.577 1.652 0.32
H -2.449 0.442 0.586 0.28